(1)
Below is a 2-piece molecular cluster, CH2N2P2 overall, with properties calculated with wB97M-V/def2-TZVPD.

The geometry in XYZ format:
```
7
Properties=species:S:1:pos:R:3
N 0.97 1.63 -0.41
C 0.40 0.75 -0.92
P -0.51 -0.60 -1.65
H -1.12 -1.05 -0.41
H 0.36 -1.52 -1.43
N -0.69 0.06 2.51
P 0.59 0.74 2.31
```

As for the multiplicity: 1. For the HOMO-LUMO gap, the calculation gives 11.13 eV. As for the SMILES: N#CP.N#P. The HOMO energy is -10.962 eV.

In the Mulliken picture, each atom carries the following charge in e:
1 N -0.438
2 C 0.370
3 P -0.051
4 H 0.093
5 H 0.047
6 N -0.294
7 P 0.274

(2)
Below is one molecule with the formula CH2N2S2, with properties calculated with wB97M-V/def2-TZVPD.

The geometry in XYZ format:
```
7
Properties=species:S:1:pos:R:3
N 2.23 -0.25 1.13
C 1.18 -0.02 0.81
N -0.09 0.15 0.14
S -0.62 1.66 -0.49
S -0.63 -1.55 -0.27
H -1.72 1.52 0.24
H -0.35 -1.50 -1.56
```

As for the multiplicity: 1. For the HOMO-LUMO gap, the calculation gives 9.13 eV. As for the SMILES: N#CN(S)S. The HOMO energy is -9.664 eV.

In the Mulliken picture, each atom carries the following charge in e:
1 N -0.352
2 C 0.381
3 N -0.218
4 S -0.061
5 S -0.071
6 H 0.161
7 H 0.159

(3)
Below is a 2-piece molecular cluster, CH2N2S2 overall, with properties calculated with wB97M-V/def2-TZVPD.

The geometry in XYZ format:
```
7
Properties=species:S:1:pos:R:3
C 0.19 -0.17 1.87
N 0.92 -0.67 1.06
N -0.46 0.31 -2.55
S -0.37 0.80 2.89
S -1.01 1.44 -1.64
H -0.14 -0.44 -1.97
H 0.87 -1.27 0.34
```

As for the multiplicity: 3. For the HOMO-LUMO gap (spin up / spin down), the calculation gives 9.13 / 8.16 eV. The HOMO energy (spin up / spin down) is -8.588 / -9.846 eV. The expectation value of S² is 2.01.

In the Mulliken picture, each atom carries the following charge in e:
1 C 0.418
2 N -0.327
3 N -0.378
4 S -0.347
5 S 0.124
6 H 0.250
7 H 0.260

(4)
Below is one molecule with the formula CH2N2S4, with properties calculated with wB97M-V/def2-TZVPD.

The geometry in XYZ format:
```
9
Properties=species:S:1:pos:R:3
C 0.13 0.23 0.53
N -0.90 0.85 0.88
N -2.15 0.96 0.61
S -1.73 -1.78 -0.37
S -2.99 -0.24 0.08
S 2.75 0.39 -0.79
S 0.74 0.25 -1.09
H 0.89 0.07 1.34
H 3.26 -0.75 -1.19
```

As for the multiplicity: 3. For the HOMO-LUMO gap (spin up / spin down), the calculation gives 7.03 / 6.63 eV. The HOMO energy (spin up / spin down) is -7.091 / -9.274 eV. The expectation value of S² is 2.01.

Mulliken atomic charge list, values in e, 8 entries:
1 C -0.104
2 N 0.121
3 N -0.396
4 S -0.153
5 S 0.170
6 S -0.208
7 S 0.074
8 H 0.330

(5)
Below is an isolated ion of composition CH2N3O3 and charge -1, with properties calculated with wB97M-V/def2-TZVPD.

The geometry in XYZ format:
```
9
Properties=species:S:1:pos:R:3
N 1.52 0.60 -0.98
N 0.54 1.00 -0.11
N -0.31 -0.22 0.17
O -0.15 -1.26 -0.52
C -1.41 -0.38 1.29
O -1.36 -1.52 1.73
O -2.04 0.66 1.51
H 1.34 -0.25 -1.55
H 1.88 1.37 -1.54
```

As for the multiplicity: 1. For the HOMO-LUMO gap (spin up / spin down), the calculation gives 8.24 / 8.39 eV. As for the SMILES: N/N=[N+](\[O-])C(=O)[O-]. The HOMO energy (spin up / spin down) is -3.958 / -4.099 eV. The charge is -1.

Mulliken atomic charge list, values in e, 8 entries:
1 N -0.320
2 N -0.363
3 N 0.687
4 O -0.688
5 C 0.478
6 O -0.623
7 O -0.644
8 H 0.249

(6)
Below is CH2N3O3S as an isolated structure, with properties calculated with wB97M-V/def2-TZVPD.

The geometry in XYZ format:
```
10
Properties=species:S:1:pos:R:3
C 1.46 -0.61 -0.29
N 1.72 -0.28 0.99
N 0.87 0.75 0.93
N 0.44 0.37 -0.38
O -1.44 -1.31 -0.78
O -1.66 0.58 1.13
O -1.72 1.08 -1.47
S -1.25 0.16 -0.51
H 1.64 -1.43 -1.08
H -0.06 0.69 1.46
```

As for the multiplicity: 1. For the HOMO-LUMO gap, the calculation gives 9.05 eV. The HOMO energy is -4.976 eV. The charge is -1.

Mulliken atomic charge list, values in e, 8 entries:
1 C 0.116
2 N -0.608
3 N -0.192
4 N -0.150
5 O -0.637
6 O -0.790
7 O -0.567
8 S 1.099

(7)
Below is a 3-piece molecular cluster, CH2N3O4 overall, with properties calculated with wB97M-V/def2-TZVPD.

The geometry in XYZ format:
```
10
Properties=species:S:1:pos:R:3
C 2.46 0.67 0.26
N 1.53 -2.13 0.50
N 1.95 0.52 -0.82
N 1.07 -2.22 -0.51
O 0.44 -2.64 -1.41
O 3.07 1.29 1.06
O 0.16 0.00 2.69
O 1.13 -0.31 -1.48
H 1.05 -0.44 2.33
H -0.27 0.32 1.88
```

As for the multiplicity: 1. For the HOMO-LUMO gap, the calculation gives 7.53 eV. The HOMO energy is -3.458 eV. The charge is -1.

Mulliken atomic charge list, values in e, 8 entries:
1 C 0.390
2 N -0.478
3 N -0.012
4 N 0.951
5 O -0.598
6 O -0.572
7 O -0.682
8 O -0.664

(8)
Below is a 2-piece molecular cluster, CH2N4 overall, with properties calculated with wB97M-V/def2-TZVPD.

The geometry in XYZ format:
```
7
Properties=species:S:1:pos:R:3
C -1.37 1.88 0.04
N -0.74 -0.33 -0.57
N -3.99 0.23 0.50
N -1.10 0.66 -0.20
N -4.66 -0.65 0.33
H -1.89 2.20 0.93
H -1.03 2.70 -0.67
```

As for the multiplicity: 1. For the HOMO-LUMO gap, the calculation gives 9.44 eV. The HOMO energy is -8.580 eV.

In the Mulliken picture, each atom carries the following charge in e:
1 C -0.330
2 N -0.551
3 N 0.157
4 N 0.427
5 N -0.174
6 H 0.245
7 H 0.225

(9)
Below is one molecule with the formula CH2N4, with properties calculated with wB97M-V/def2-TZVPD.

The geometry in XYZ format:
```
7
Properties=species:S:1:pos:R:3
C -0.40 -0.85 0.57
N 0.75 -0.85 -0.08
N 0.92 0.31 -0.60
N -0.18 0.99 -0.31
N -1.02 0.24 0.43
H -0.70 -1.83 1.06
H -0.20 2.02 -0.49
```

As for the multiplicity: 1. For the HOMO-LUMO gap, the calculation gives 11.99 eV. As for the SMILES: c1nn[nH]n1. The HOMO energy is -10.937 eV.

In the Mulliken picture, each atom carries the following charge in e:
1 C 0.193
2 N -0.247
3 N -0.304
4 N 0.256
5 N -0.530
6 H 0.347
7 H 0.284

(10)
Below is one molecule with the formula CH2N4O, with properties calculated with wB97M-V/def2-TZVPD.

The geometry in XYZ format:
```
8
Properties=species:S:1:pos:R:3
N 1.44 0.04 -0.17
C 0.06 0.07 -0.18
N -0.57 -0.75 0.85
N -1.80 -0.67 0.68
O -2.14 0.08 -0.32
N -0.77 0.66 -0.98
H 1.82 -0.22 0.74
H 1.96 0.79 -0.62
```

As for the multiplicity: 1. For the HOMO-LUMO gap, the calculation gives 11.06 eV. As for the SMILES: Nc1nnon1. The HOMO energy is -10.569 eV.

In the Mulliken picture, each atom carries the following charge in e:
1 N -0.416
2 C 0.534
3 N -0.233
4 N 0.037
5 O -0.114
6 N -0.335
7 H 0.274
8 H 0.254

(11)
Below is one molecule with the formula CH2N4O2, with properties calculated with wB97M-V/def2-TZVPD.

The geometry in XYZ format:
```
9
Properties=species:S:1:pos:R:3
H 2.22 -0.73 0.09
N 1.43 -1.35 0.00
C 0.30 -0.76 0.08
N -0.81 -1.42 -0.22
N -1.89 -0.87 -0.16
O -1.61 0.60 0.09
N -0.16 0.56 0.33
O 0.57 1.59 -0.36
H -0.04 2.38 0.16
```

As for the multiplicity: 1. For the HOMO-LUMO gap, the calculation gives 8.93 eV. As for the SMILES: [H]/N=c1/nnon1O. The HOMO energy is -9.905 eV.

Mulliken atomic charge list, values in e, 8 entries:
1 H 0.267
2 N -0.522
3 C 0.491
4 N -0.083
5 N -0.044
6 O -0.203
7 N 0.088
8 O -0.406

(12)
Below is a 2-piece molecular cluster, CH2N4P overall, with properties calculated with wB97M-V/def2-TZVPD.

The geometry in XYZ format:
```
8
Properties=species:S:1:pos:R:3
C -0.26 0.22 -0.42
N 0.82 -0.33 -0.86
N -1.27 0.22 -1.26
N 0.43 -0.78 -2.03
N -0.81 -0.51 -2.23
P -0.09 0.77 2.03
H 1.27 0.91 2.03
H -0.10 -0.50 2.74
```

As for the multiplicity: 1. For the HOMO-LUMO gap, the calculation gives 8.59 eV. The HOMO energy is -4.955 eV. The charge is -1.

In the Mulliken picture, each atom carries the following charge in e:
1 C 0.358
2 N -0.306
3 N -0.380
4 N -0.356
5 N -0.314
6 P -0.029
7 H 0.016
8 H 0.011

(13)
Below is one molecule with the formula CH2N4S, with properties calculated with wB97M-V/def2-TZVPD.

The geometry in XYZ format:
```
8
Properties=species:S:1:pos:R:3
S -2.61 -0.29 -0.03
C -1.04 -0.31 -0.22
N -0.10 -1.46 -0.08
N 1.11 -1.08 -0.06
N 1.16 0.32 -0.17
N -0.11 0.67 -0.09
H 1.83 0.50 0.80
H -0.26 1.65 -0.15
```

As for the multiplicity: 1. For the HOMO-LUMO gap, the calculation gives 8.61 eV. As for the SMILES: S=c1nn[nH][nH]1. The HOMO energy is -9.002 eV.

In the Mulliken picture, each atom carries the following charge in e:
1 S -0.358
2 C 0.278
3 N -0.125
4 N -0.224
5 N -0.143
6 N 0.035
7 H 0.334
8 H 0.202

(14)
Below is an isolated ion of composition CH2N5S and charge -1, with properties calculated with wB97M-V/def2-TZVPD.

The geometry in XYZ format:
```
9
Properties=species:S:1:pos:R:3
C 1.61 0.30 -0.06
N 1.51 -1.08 0.00
N 0.33 0.83 -0.03
N -0.48 -0.26 -0.07
N 0.29 -1.41 -0.01
N -1.90 -0.12 -0.06
S 3.03 1.17 -0.04
H -2.00 0.69 -0.63
H -2.38 -0.12 0.89
```

As for the multiplicity: 3. For the HOMO-LUMO gap (spin up / spin down), the calculation gives 4.20 / 6.99 eV. The HOMO energy (spin up / spin down) is -0.423 / -4.307 eV. The charge is -1. The expectation value of S² is 2.03.

Mulliken atomic charge list, values in e, 8 entries:
1 C 0.217
2 N -0.171
3 N -0.648
4 N 0.857
5 N -0.660
6 N -0.695
7 S -0.366
8 H 0.259

(15)
Below is an isolated ion of composition CH2NO2 and charge -1, with properties calculated with wB97M-V/def2-TZVPD.

The geometry in XYZ format:
```
6
Properties=species:S:1:pos:R:3
N 0.87 -0.07 -0.35
C -0.73 -0.25 -0.05
O -1.32 0.72 -0.58
O -1.14 -1.17 0.77
H 1.29 -0.21 0.62
H 1.03 0.97 -0.41
```

As for the multiplicity: 1. For the HOMO-LUMO gap, the calculation gives 8.81 eV. As for the SMILES: NC(=O)[O-]. The HOMO energy is -4.060 eV. The charge is -1.

In the Mulliken picture, each atom carries the following charge in e:
1 N -0.620
2 C 0.577
3 O -0.667
4 O -0.707
5 H 0.195
6 H 0.222

(16)
Below is an isolated ion of composition CH2NO2S and charge -1, with properties calculated with wB97M-V/def2-TZVPD.

The geometry in XYZ format:
```
7
Properties=species:S:1:pos:R:3
N 1.34 0.51 0.05
O -0.11 0.77 0.19
C -0.83 -0.34 0.18
O -0.42 -1.48 0.18
S -2.79 0.18 0.06
H 1.65 0.82 -0.89
H 1.16 -0.46 0.24
```

As for the multiplicity: 1. For the HOMO-LUMO gap, the calculation gives 7.11 eV. As for the SMILES: NOC([O-])=S. The HOMO energy is -3.016 eV. The charge is -1.

In the Mulliken picture, each atom carries the following charge in e:
1 N -0.433
2 O -0.211
3 C 0.376
4 O -0.598
5 S -0.640
6 H 0.222
7 H 0.284

(17)
Below is a 2-piece molecular cluster, CH2NO2S2 overall, with properties calculated with wB97M-V/def2-TZVPD.

The geometry in XYZ format:
```
8
Properties=species:S:1:pos:R:3
C 0.76 2.02 -2.92
N 0.27 1.33 -2.12
O -0.91 0.70 0.03
O -1.86 -0.90 1.50
S 1.26 2.78 -4.18
S -0.94 -0.78 0.35
H 0.42 -1.05 0.92
H -0.34 0.95 -1.12
```

As for the multiplicity: 1. For the HOMO-LUMO gap, the calculation gives 8.01 eV. The HOMO energy is -4.698 eV. The charge is -1.

In the Mulliken picture, each atom carries the following charge in e:
1 C 0.193
2 N -0.328
3 O -0.619
4 O -0.602
5 S -0.523
6 S 0.336
7 H 0.041
8 H 0.502

(18)
Below is an isolated ion of composition CH2NO3P and charge -2, with properties calculated with wB97M-V/def2-TZVPD.

The geometry in XYZ format:
```
8
Properties=species:S:1:pos:R:3
H 2.34 0.76 -0.18
N 1.37 0.97 -0.02
C 0.69 -0.08 -0.13
P -1.20 -0.13 0.15
O -1.81 1.13 -0.32
O -1.48 -1.22 -0.85
O -1.23 -0.47 1.68
H 1.31 -0.97 -0.33
```

As for the multiplicity: 1. For the HOMO-LUMO gap, the calculation gives 6.34 eV. As for the SMILES: [H]/N=C/P(=O)([O-])[O-]. The HOMO energy is 1.126 eV. The charge is -2.

In the Mulliken picture, each atom carries the following charge in e:
1 H 0.185
2 N -0.720
3 C -0.064
4 P 0.751
5 O -0.767
6 O -0.835
7 O -0.856
8 H 0.307

(19)
Below is CH2NO3P as an isolated structure, with properties calculated with wB97M-V/def2-TZVPD.

The geometry in XYZ format:
```
8
Properties=species:S:1:pos:R:3
C 0.37 0.03 1.35
N 0.01 0.45 0.17
O 1.15 -3.72 1.79
O 2.28 -2.81 3.84
O 1.51 0.09 1.82
P 2.30 -2.91 2.33
H -0.53 -0.42 2.23
H -1.03 0.58 -0.10
```

As for the multiplicity: 1. For the HOMO-LUMO gap, the calculation gives 7.67 eV. The HOMO energy is -0.028 eV. The charge is -2.

In the Mulliken picture, each atom carries the following charge in e:
1 C 0.041
2 N -0.706
3 O -0.493
4 O -0.485
5 O -0.588
6 P -0.055
7 H 0.176
8 H 0.110

(20)
Below is an isolated ion of composition CH2NO3S and charge -1, with properties calculated with wB97M-V/def2-TZVPD.

The geometry in XYZ format:
```
8
Properties=species:S:1:pos:R:3
O 1.87 -0.05 -0.04
C 0.71 -0.42 0.08
O 0.42 -1.72 0.22
N -0.45 0.37 0.17
O -0.10 1.70 0.18
S -1.93 -0.31 0.03
H -0.54 -1.81 0.03
H 0.01 2.24 -0.68
```

As for the multiplicity: 1. For the HOMO-LUMO gap, the calculation gives 6.51 eV. As for the SMILES: O=C(O)N(O)[S-]. The HOMO energy is -2.607 eV. The charge is -1.

In the Mulliken picture, each atom carries the following charge in e:
1 O -0.633
2 C 0.549
3 O -0.439
4 N 0.124
5 O -0.444
6 S -0.674
7 H 0.241
8 H 0.275

E_tot: -22624.657 -25717.421 -25717.076 -47386.216 -11680.300 -22514.754 -13726.350 -7028.435 -7028.068 -9074.191 -11118.125 -16315.979 -17861.668 -19351.332 -6655.720 -17488.912 -28325.854 -17990.664 -17990.380 -19536.876 (eV)
Molar mass: 103.99 106.17 106.17 170.31 104.05 136.11 120.04 70.05 70.05 86.05 102.05 101.03 102.12 116.13 60.03 92.10 124.17 107.00 107.00 108.10 (Da)
ΔE to the lowest compared entry with this formula, charge and spin: 53.05 41.29 8.29 8.53 56.50 55.05 40.72 34.83 43.30 48.60 126.74 52.34 49.30 44.99 15.15 48.40 3.27 24.31 30.87 46.72 (kcal/mol)